<one>
Here is a single C4H7NO molecule from OMol25. Energies are from ωB97M-V/def2-TZVPD.

Each line ends with the Mulliken charge.
Positions of all 13 atoms, in Å:
C -1.64951 -0.26485 0.69606  -0.96
C -0.40669 -0.61927 -0.12364  -0.32
C 0.51208 0.31046 -1.47425  -0.50
N 0.64459 0.28527 -0.10698  0.07
C 1.72101 0.44370 0.71045  0.12
O 2.75585 0.96547 0.36816  -0.54
H -1.38565 0.17019 1.68205  0.29
H -2.28175 -1.14448 0.88245  0.31
H -2.25367 0.48635 0.17825  0.26
H -0.29691 -1.63410 -0.48975  0.45
H 1.42023 0.10013 -2.08254  0.27
H -0.28091 0.87013 -1.95081  0.23
H 1.50133 0.03101 1.71055  0.31

Properties
- net charge = 0
- SMILES = C[C@H]1CN1C=O
- HOMO level (eV) = -8.95
- HOMO-LUMO gap (eV) = 9.88
- molecular weight (g mol⁻¹) = 85.1


<two>
Here is a single C4H7NO molecule from OMol25. Energies are from ωB97M-V/def2-TZVPD.

Each line ends with the Mulliken charge.
Positions of all 13 atoms, in Å:
C 1.24528 0.12509 -1.09493  -1.03
C -0.77563 -0.29375 -0.35734  -0.14
C 0.56942 -0.76021 0.01670  -0.27
O -0.97104 -0.14974 2.28470  -0.52
C -1.39215 0.72582 1.55732  0.04
N -1.47027 0.64093 0.17002  -0.53
H 0.55192 0.72378 -1.71444  0.35
H 1.80046 -0.49372 -1.79121  0.31
H 1.85635 0.86570 -0.58381  0.31
H -1.08801 -0.67453 -1.33085  0.47
H 0.90507 -0.49225 1.01966  0.29
H 0.70322 -1.84006 -0.12123  0.32
H -1.91787 1.60451 1.95539  0.39

Properties
- net charge = 0
- SMILES = CC/C=N\C=O
- HOMO level (eV) = -9.68
- HOMO-LUMO gap (eV) = 10.04
- molecular weight (g mol⁻¹) = 85.1


<three>
Here is 2 unconnected molecules or ions with the total composition C4H7NO from OMol25. Energies are from ωB97M-V/def2-TZVPD.

Each line ends with the Mulliken charge.
Positions of all 13 atoms, in Å:
O -0.00400 -0.54405 2.21867  -0.69
C -0.32431 -0.86972 -0.20256  -0.66
C -1.01078 0.16527 -0.96063  -0.40
C 0.10424 0.81615 -0.20325  -0.54
C 1.34261 1.03128 -0.92036  0.31
N 2.33283 1.12491 -1.51717  -0.45
H 0.72019 -1.17499 2.26581  0.34
H -0.91972 -1.53412 0.44190  0.27
H 0.55317 -1.38288 -0.58250  0.35
H -1.96197 0.41829 -0.49802  0.24
H -0.98241 0.15458 -2.03156  0.30
H 0.31191 0.10396 1.56909  0.39
H -0.16176 1.69133 0.42058  0.55

Properties
- net charge = 0
- SMILES = N#CC1CC1.O
- HOMO level (eV) = -9.94
- HOMO-LUMO gap (eV) = 10.71
- molecular weight (g mol⁻¹) = 85.1


<four>
Here is a single C4H7NO molecule from OMol25. Energies are from ωB97M-V/def2-TZVPD.

Each line ends with the Mulliken charge.
Positions of all 13 atoms, in Å:
O -0.29666 -1.88054 -1.25576  -0.53
C 0.42385 -0.83879 -0.66135  0.56
C 0.00297 0.45267 -1.33178  -1.33
C -0.36438 1.17162 2.15754  -0.97
C -0.07405 0.11671 1.43578  0.62
N 0.19515 -0.88776 0.79313  -0.49
H -0.11114 -2.68110 -0.74653  0.32
H 0.22710 0.39460 -2.39972  0.33
H 1.50675 -0.99273 -0.78277  0.24
H -1.07338 0.60372 -1.20534  0.35
H 0.53310 1.30732 -0.90225  0.40
H -1.39596 1.47360 2.29373  0.26
H 0.42665 1.76069 2.60531  0.25

Properties
- net charge = 0
- SMILES = C=C=N[C@H](C)O
- HOMO level (eV) = -9.09
- HOMO-LUMO gap (eV) = 10.02
- molecular weight (g mol⁻¹) = 85.1


Short version: <four>, <two>, <three>, <one>, most stable first.


<one>
Here is 3 unconnected molecules or ions with the total composition C4H7NO from OMol25. Energies are from ωB97M-V/def2-TZVPD.

Each line ends with the Mulliken charge.
Positions of all 13 atoms, in Å:
O -0.80244 -2.15759 0.24546  -0.40
C 0.15552 -1.91432 0.94004  -0.21
C 0.11891 0.57016 -1.60060  -0.55
C 0.50192 1.56702 -0.80396  -0.05
C 1.19468 1.32036 0.43168  0.31
N 1.74521 1.11069 1.42981  -0.41
H -2.09551 -0.26228 0.78272  -0.21
H 1.11894 -2.44123 0.79999  0.29
H 0.13219 -1.14317 1.73116  0.31
H -0.41530 0.77137 -2.52287  0.25
H 0.30687 -0.46946 -1.35423  0.17
H -2.25881 0.44234 0.96360  0.21
H 0.29780 2.60612 -1.04280  0.30

Properties
- net charge = 0
- SMILES = C=CC#N.[H][H].C=O
- HOMO level (eV) = -10.35
- HOMO-LUMO gap (eV) = 10.64
- molecular weight (g mol⁻¹) = 85.1


<two>
Here is a single C4H7NO molecule from OMol25. Energies are from ωB97M-V/def2-TZVPD.

Each line ends with the Mulliken charge.
Positions of all 13 atoms, in Å:
C -1.54169 -0.41309 0.25082  -0.96
C -0.36181 -0.56334 -0.67705  -0.27
C 0.07426 0.61351 -1.49912  -0.51
N 0.78612 0.15791 -0.33049  0.15
C 1.70292 0.40909 0.51694  0.05
O 1.80800 -0.28629 1.66737  -0.46
H -1.43483 -1.03555 1.14844  0.26
H -2.44826 -0.75426 -0.25857  0.31
H -1.71406 0.62912 0.58660  0.30
H 1.18422 -1.02895 1.62686  0.31
H 0.56067 0.45547 -2.46211  0.22
H -0.36112 1.61329 -1.36835  0.26
H 2.48672 1.13768 0.34937  0.34

Properties
- net charge = 0
- HOMO level (eV) = -7.05
- HOMO-LUMO gap (eV) = 7.91
- molecular weight (g mol⁻¹) = 85.1


<three>
Here is a single C4H7NO molecule from OMol25. Energies are from ωB97M-V/def2-TZVPD.

Each line ends with the Mulliken charge.
Positions of all 13 atoms, in Å:
O 2.14383 1.26200 -1.16856  -0.42
C 1.69625 0.18914 -0.88666  -0.01
N 0.29628 -0.01292 -0.59601  -0.14
C -0.63433 0.98784 0.06800  -0.40
C -1.55461 -0.22771 0.19428  -0.64
C -0.26885 -1.03075 0.37684  -0.49
H 2.27366 -0.75077 -0.86627  0.35
H -0.09149 1.33670 0.97202  0.24
H -0.86543 1.84110 -0.57631  0.31
H -2.29395 -0.24133 0.99505  0.20
H -0.37231 -0.25089 -1.38372  0.39
H -0.16352 -2.06346 0.02432  0.32
H 0.31595 -0.89184 1.31363  0.30

Properties
- net charge = 0
- HOMO level (eV) = -6.88
- HOMO-LUMO gap (eV) = 7.07
- molecular weight (g mol⁻¹) = 85.1


<four>
Here is 3 unconnected molecules or ions with the total composition C4H7NO from OMol25. Energies are from ωB97M-V/def2-TZVPD.

Each line ends with the Mulliken charge.
Positions of all 13 atoms, in Å:
C -0.79114 -0.71290 -0.24035  -0.07
C 0.25284 -0.38229 0.58776  0.52
C -0.30130 1.74155 -1.29264  -0.26
C 1.22868 0.14743 1.25672  -0.82
O 0.16569 -2.33036 0.38833  -0.71
N -0.96165 1.29630 -0.31919  -0.60
H -0.41359 -2.65230 1.09606  0.29
H -1.77542 -0.86327 0.18197  0.26
H -0.61239 -0.92005 -1.28710  0.26
H -0.46022 2.77351 -1.64003  0.28
H 0.43963 1.16482 -1.87506  0.22
H 1.30797 1.22384 1.34787  0.33
H 1.92090 -0.48627 1.79567  0.31

Properties
- net charge = 0
- HOMO level (spin up / spin down) (eV) = -7.85 / -7.85
- HOMO-LUMO gap (spin up / spin down) (eV) = 8.39 / 8.39
- molecular weight (g mol⁻¹) = 85.1


Short version: <one>, <two>, <three>, <four>, most stable first.


<one>
Here is a single C4H7NO molecule from OMol25. Energies are from ωB97M-V/def2-TZVPD.

Each line ends with the Mulliken charge.
Positions of all 13 atoms, in Å:
C 1.64517 0.26725 0.06320  -1.28
C 0.18652 0.18418 -0.50203  0.42
C -0.36408 -0.93754 0.29511  -0.60
N -2.00796 -0.73817 0.21049  -0.51
C -2.07014 0.49981 -0.02343  0.10
O -0.72733 1.24175 -0.25085  -0.43
H 2.20382 0.88340 -0.62680  0.33
H 1.64752 0.70965 1.06545  0.36
H 2.18533 -0.70651 0.13381  0.35
H 0.24282 -0.02573 -1.59023  0.22
H 0.09884 -1.88982 -0.02068  0.39
H -0.17747 -0.74502 1.35784  0.30
H -2.86303 1.25673 -0.11188  0.35

Properties
- net charge = 0
- SMILES = C[C@H]1CN=CO1
- HOMO level (eV) = -10.07
- HOMO-LUMO gap (eV) = 11.13
- molecular weight (g mol⁻¹) = 85.1


<two>
Here is a single C4H7NO molecule from OMol25. Energies are from ωB97M-V/def2-TZVPD.

Each line ends with the Mulliken charge.
Positions of all 13 atoms, in Å:
C 1.48597 0.37763 0.33318  -0.15
C 0.44273 1.12015 -0.42544  0.41
C -1.17483 -0.69154 0.35911  -0.99
C -0.81547 0.30310 -0.71250  -0.42
N 1.30676 -0.85615 0.24687  -0.45
O 0.54310 2.32192 -0.64137  -0.56
H 2.22749 1.00072 0.85095  0.41
H -1.16668 -0.16560 1.40008  0.22
H -0.39658 -1.53808 0.25138  0.29
H -2.16162 -1.04777 0.16020  0.40
H -1.59948 0.94563 -0.85089  0.41
H -0.59396 -0.20529 -1.60684  0.25
H 1.90257 -1.56473 0.63528  0.19

Properties
- net charge = 0
- SMILES = [H]/N=C/C(=O)CC
- HOMO level (eV) = -9.36
- HOMO-LUMO gap (eV) = 9.45
- molecular weight (g mol⁻¹) = 85.1


Short version: <one>, <two>, most stable first.